The following is a DFT calculation (ωB97M-V/def2-TZVPD) of a cluster of 2 separate species, C11H24FO2S in total in a non-equilibrium geometry.

As for the charge: +1. The spin multiplicity is 1. For the energy above the lowest of the compared OMol25 structures with the same formula, charge and spin, the calculation gives 83.3 kJ/mol. The orbital gap is 9.90 eV.

Last columns: bonded neighbours and bond lengths (Å).
Atoms and positions in Å:
1 C -0.06 -3.27 -0.58  C2 1.608, H10 1.128, H11 1.120, H12 1.124
2 C -0.10 -1.71 -0.98  C1 1.608, C3 1.594, H13 1.127, H14 1.117
3 C -1.14 -0.96 -0.04  C2 1.594, C4 1.578, S5 1.859, H15 1.119
4 C -0.49 0.03 1.00  C3 1.578, H16 1.133, H17 1.122, H18 1.122
5 S -2.31 0.04 -1.08  C3 1.859, C6 1.853, H19 1.394
6 C -3.99 -0.73 -1.16  S5 1.853, F7 1.411, C8 1.573, H20 1.121
7 F -4.60 -0.33 -2.37  C6 1.411
8 C -4.02 -2.30 -1.14  C6 1.573, C9 1.585, H21 1.125, H22 1.128
9 C -4.12 -2.95 0.31  C8 1.585, H23 1.121, H24 1.129, H25 1.130
10 H 1.03 -3.56 -0.63  C1 1.128
11 H -0.45 -3.47 0.45  C1 1.120
12 H -0.67 -3.87 -1.31  C1 1.124
13 H -0.48 -1.70 -2.04  C2 1.127
14 H 0.93 -1.29 -0.96  C2 1.117
15 H -1.69 -1.75 0.54  C3 1.119
16 H -1.27 0.23 1.79  C4 1.133
17 H -0.19 1.02 0.56  C4 1.122
18 H 0.40 -0.40 1.54  C4 1.122
19 H -1.80 0.00 -2.38  S5 1.394
20 H -4.60 -0.27 -0.33  C6 1.121
21 H -3.11 -2.69 -1.68  C8 1.125
22 H -4.90 -2.64 -1.76  C8 1.128
23 H -5.00 -3.62 0.43  C9 1.121
24 H -4.18 -2.19 1.14  C9 1.129
25 H -3.15 -3.51 0.49  C9 1.130
26 O 1.02 2.47 -0.29  C27 1.209
27 C 2.16 2.76 0.00  O26 1.209, O28 1.340, C31 1.502
28 O 2.96 1.85 0.57  C27 1.340, C29 1.437
29 C 4.37 2.02 0.77  O28 1.437, C30 1.515, H32 1.091, H33 1.091
30 C 4.65 2.74 2.07  C29 1.515, H34 1.091, H35 1.091, H36 1.092
31 C 2.67 4.16 -0.17  C27 1.502, H37 1.090, H38 1.090, H39 1.087
32 H 4.83 2.51 -0.09  C29 1.091
33 H 4.79 1.02 0.81  C29 1.091
34 H 4.24 3.75 2.07  C30 1.091
35 H 5.73 2.82 2.24  C30 1.091
36 H 4.20 2.21 2.91  C30 1.092
37 H 2.40 4.76 0.70  C31 1.090
38 H 2.19 4.59 -1.06  C31 1.090
39 H 3.74 4.22 -0.34  C31 1.087

Atomic partial charges in e from the natural (NBO) method, atoms 1 to 6: C -0.62; C -0.42; C -0.31; C -0.66; S 0.56; C 0.12